Entry from OMol25: C4H6O2 in the gas phase (wB97M-V/def2-TZVPD).

Structure (XYZ):
```
12
Properties=species:S:1:pos:R:3:forces:R:3:nbo_charge:R:1
O 0.659 1.679 0.361 -0.130 0.249 -0.362 -0.68
O 0.064 -1.464 -1.183 0.099 -0.232 0.147 -0.68
C -1.271 -0.197 0.505 -0.024 -0.085 0.022 -0.61
C 1.191 0.362 0.154 -0.023 -0.129 -0.041 -0.08
C -0.034 -0.406 -0.289 -0.014 0.255 0.113 0.06
C -1.016 0.716 -0.633 -0.340 -0.300 -0.055 0.13
H -2.083 -0.853 0.194 -0.019 -0.078 0.113 0.27
H 0.079 1.892 -0.441 0.820 0.263 0.464 0.48
H 0.131 -2.281 -0.673 -0.013 0.061 -0.121 0.48
H 1.638 0.033 1.100 -0.159 0.056 -0.157 0.18
H 1.968 0.344 -0.623 -0.214 0.047 0.071 0.19
H -1.326 0.174 1.527 0.018 -0.106 -0.192 0.26
```
Forces are in eV/Å.

For the total energy, the calculation gives -306.29764 a.u. Its HOMO-LUMO gap is 8.882 eV. As for the net charge: 0. For the relative energy (zero: lowest compared OMol25 entry of this formula, charge and spin), the calculation gives 5.678 eV. The LUMO energy is -0.3 eV. For the HOMO energy, the calculation gives -9.218 eV.


Entry from OMol25: 2 unconnected molecules or ions with the total composition C6H8N2O6P (wB97M-V/def2-TZVPD).

Structure (XYZ):
```
23
Properties=species:S:1:pos:R:3:forces:R:3:nbo_charge:R:1
P 1.446 1.266 -0.657 -2.056 -0.349 2.781 2.46
O 2.055 2.125 0.371 -1.388 -0.066 0.353 -1.08
O -0.853 0.454 -2.822 -0.281 0.151 -0.260 -0.59
O -0.817 -0.416 1.771 -0.517 0.969 1.135 -0.71
O 2.248 0.740 -1.697 1.071 -1.507 -3.232 -1.07
O 0.190 -2.422 1.879 -1.015 0.628 0.562 -0.55
O -2.396 1.391 -1.463 0.397 -0.063 -1.100 -0.50
N -0.255 1.512 -0.865 1.579 1.433 0.538 -0.81
N 0.872 -0.950 0.325 1.015 1.595 -1.790 -0.72
C 0.075 -1.106 1.337 -0.609 -1.763 -0.427 0.84
C -1.118 1.081 -1.839 0.478 -0.871 0.167 0.90
C -2.403 2.257 -0.357 1.851 0.039 0.922 -0.08
C 0.935 -3.180 1.013 0.792 -0.706 -1.751 -0.07
C 1.591 -2.175 0.022 1.305 0.709 1.728 -0.23
C -0.987 2.131 0.283 1.749 -0.961 0.776 -0.30
H 1.578 -2.529 -0.994 -0.340 0.254 -0.563 0.19
H -0.821 1.325 1.067 -1.238 1.154 -0.463 0.29
H -2.565 3.282 -0.656 -0.411 0.295 -0.206 0.17
H 2.681 -1.989 0.291 -0.954 -0.515 -0.371 0.16
H 1.699 -3.667 1.552 1.019 -0.756 0.829 0.16
H -0.408 3.032 0.676 -1.253 -0.737 -0.955 0.22
H -3.142 1.855 0.279 -0.965 0.114 0.955 0.20
H 0.397 -4.015 0.483 -0.230 0.953 0.373 0.14
```
Forces are in eV/Å.

For the total energy, the calculation gives -1135.89404 a.u. Its HOMO-LUMO gap is 8.401 eV. As for the net charge: -1. For the relative energy (zero: lowest compared OMol25 entry of this formula, charge and spin), the calculation gives 0.959 eV. The LUMO energy is 3.4 eV. For the HOMO energy, the calculation gives -5.025 eV.


Entry from OMol25: a molecular structure, C17H18N4NbO2S2 (wB97M-V/def2-TZVPD).

Structure (XYZ):
```
44
Properties=species:S:1:pos:R:3:forces:R:3:nbo_charge:R:1
Nb -0.712 0.216 0.221 8.969 0.763 -1.581 1.85
S 1.422 -2.555 0.084 0.050 0.516 0.198 1.29
S -0.418 1.732 1.815 1.010 0.013 3.546 0.17
O -1.957 -0.887 0.638 -5.930 -2.513 0.262 -0.59
O 0.716 -1.329 0.781 -0.852 0.664 -1.125 -0.97
N -1.623 2.808 -0.212 1.042 3.157 0.059 -0.29
N -0.539 4.303 1.062 0.328 -0.791 -0.106 -0.71
N -1.945 1.573 -0.333 -2.853 -1.237 -1.746 -0.42
N 0.952 1.234 -0.971 -2.373 -0.895 0.062 -0.59
C 3.917 0.866 0.627 0.911 -0.212 0.731 -0.17
C 3.492 1.279 -0.636 -0.582 0.020 -0.313 -0.21
C 1.284 -3.772 1.336 -0.219 0.087 0.748 -0.81
C -3.166 1.402 -0.895 -0.942 -0.821 0.405 0.27
C 2.093 1.247 -0.860 2.095 0.306 0.008 0.61
C -5.297 0.219 -0.954 1.374 -0.337 0.302 -0.04
C 0.308 -3.273 -1.090 -0.185 0.257 -0.462 -0.84
C -3.299 -0.763 0.256 -2.159 -1.111 -0.244 0.29
C 5.755 1.664 -1.334 -1.225 -0.204 0.038 -0.18
C 4.383 1.692 -1.628 1.241 -0.019 0.271 -0.14
C -0.807 3.026 0.801 -1.023 2.176 -1.076 0.25
C -6.092 -0.759 -0.437 -0.004 -0.269 0.525 -0.20
C -3.888 0.244 -0.612 0.667 0.536 -0.100 -0.20
C -5.517 -1.678 0.443 -0.617 -0.275 -0.260 -0.03
C 5.283 0.858 0.911 -0.712 0.062 -0.503 -0.19
C -4.166 -1.705 0.744 1.173 0.201 0.531 -0.17
C 6.187 1.234 -0.083 -0.041 0.159 0.164 -0.11
H 7.243 1.220 0.151 0.055 -0.009 -0.093 0.26
H -5.693 0.981 -1.599 -0.009 0.279 -0.198 0.27
H 0.796 -4.227 -1.291 -0.180 -0.190 -0.202 0.29
H -7.148 -0.801 -0.636 -0.195 0.024 -0.135 0.28
H 0.231 -3.992 1.538 0.214 0.133 0.037 0.26
H 1.789 -4.666 1.005 0.321 -0.301 -0.064 0.28
H -0.707 -3.420 -0.711 0.223 -0.062 0.171 0.25
H 0.296 -2.696 -2.020 0.103 -0.046 0.152 0.26
H -3.761 -2.421 1.439 -0.123 -0.322 0.081 0.25
H 6.446 1.962 -2.096 0.323 0.119 -0.165 0.26
H 1.784 -3.334 2.205 -0.085 -0.328 -0.026 0.28
H -6.131 -2.440 0.906 -0.148 0.022 -0.028 0.27
H 5.637 0.562 1.885 0.015 -0.063 0.100 0.25
H -1.007 4.975 0.465 0.377 0.180 0.065 0.45
H -3.602 2.271 -1.386 0.122 -0.103 -0.081 0.28
H 3.202 0.551 1.381 0.031 0.072 -0.083 0.22
H 0.204 4.567 1.679 0.024 0.347 0.318 0.44
H 4.057 2.034 -2.593 -0.213 0.018 -0.186 0.25
```
Forces are in eV/Å.

For the total energy, the calculation gives -1880.40685 a.u. Its HOMO-LUMO gap (alpha / beta) is 5.262 / 5.396 eV. As for the net charge: +3. The LUMO energy (alpha / beta) is -12.2 / -12.1 eV. For the HOMO energy (alpha / beta), the calculation gives -17.486 / -17.486 eV.


Entry from OMol25: 2 unconnected molecules or ions with the total composition C3H2INO (wB97M-V/def2-TZVPD).

Structure (XYZ):
```
8
Properties=species:S:1:pos:R:3:forces:R:3:nbo_charge:R:1
I 2.425 0.044 -1.267 0.440 0.013 -0.086 0.32
O -1.756 -0.103 -2.060 -1.086 -0.281 -0.778 -0.36
N -0.594 -0.187 -1.850 3.743 0.703 2.951 0.18
C 0.456 -0.142 -1.256 -2.981 -0.382 -2.577 -0.14
C 0.084 -0.413 1.396 4.775 -5.370 -1.477 -0.25
C -0.489 0.531 1.712 -3.923 5.653 2.418 -0.23
H 0.916 -1.104 1.206 -1.332 0.357 0.115 0.24
H -1.043 1.374 2.119 0.364 -0.694 -0.566 0.24
```
Forces are in eV/Å.

For the total energy, the calculation gives -542.98498 a.u. Its HOMO-LUMO gap is 8.978 eV. As for the net charge: 0. For the relative energy (zero: lowest compared OMol25 entry of this formula, charge and spin), the calculation gives 4.933 eV. The LUMO energy is -0.3 eV. For the HOMO energy, the calculation gives -9.304 eV. As for the SMILES: [O-][N+]#CI.C#C.